Record 1
Computed, not measured: a 10-piece molecular cluster, C52H122N14O12 overall in a non-equilibrium geometry, with wB97M-V/def2-TZVPD.

```
200
Properties=species:S:1:pos:R:3:forces:R:3
C -5.313142 -25.309567 -2.175544 0.929 0.611 -1.430
C -6.489578 -24.393317 -1.869451 -0.210 -0.494 1.384
C -6.889170 -23.448820 -3.012378 -0.156 -0.178 -0.725
C -7.669087 -25.359473 -1.412857 -0.467 0.846 -0.924
C -8.826478 -24.610214 -0.711079 1.788 -0.913 0.847
C -8.182099 -24.088142 0.592091 -1.412 1.241 -1.075
C -7.008786 -23.067745 0.314059 -0.639 -0.063 -0.913
C -7.548317 -21.767502 -0.273740 -2.183 0.509 0.169
C -6.387871 -22.804720 1.647107 1.550 -0.315 0.954
N -6.056250 -23.657203 -0.643213 0.053 -1.663 1.201
O -4.983876 -22.777962 -0.918939 -0.491 0.557 -0.518
H -4.463361 -24.725652 -2.529116 0.141 0.433 0.208
H -4.920207 -25.881158 -1.334725 -0.565 -0.126 0.035
H -5.485129 -25.910231 -3.068703 -0.427 -0.498 0.258
H -6.703231 -23.787019 -4.031767 0.130 -0.891 0.048
H -7.967947 -23.292768 -3.012133 0.022 0.393 0.129
H -6.338725 -22.508388 -3.038823 -0.070 0.171 0.746
H -8.088885 -25.904494 -2.258328 0.360 0.139 -0.475
H -7.213837 -26.134223 -0.795925 -0.169 0.189 0.422
H -9.265091 -23.820032 -1.320446 0.327 0.193 -0.016
H -9.673427 -25.238722 -0.435840 0.143 -0.401 -0.154
H -7.975167 -24.861296 1.332039 0.734 -0.311 -0.527
H -9.052861 -23.621540 1.052704 0.394 0.993 0.500
H -7.029095 -20.811216 -0.337177 0.973 -0.530 0.301
H -8.407695 -21.533927 0.354756 -0.254 0.282 0.137
H -7.996089 -21.901946 -1.258385 0.156 -0.235 -0.084
H -5.430616 -22.288750 1.572706 -0.192 0.629 -0.117
H -6.075455 -23.719161 2.151361 -0.310 -0.414 -0.099
H -7.036853 -22.286977 2.353409 -0.095 0.201 -0.305
H -4.317437 -22.948773 -0.249397 0.028 -0.323 0.063
C -10.974190 -17.454030 -5.692181 0.899 -0.590 -0.263
C -11.914565 -18.100779 -4.662964 -0.489 -0.258 1.293
C -13.225176 -17.275617 -4.642719 1.255 0.099 0.121
C -12.386482 -19.529748 -4.971662 1.122 -0.328 -2.301
C -11.294912 -20.609955 -5.004172 -0.200 2.047 1.618
C -10.818713 -20.603155 -3.554659 -0.062 -0.567 0.199
C -10.379350 -19.221188 -2.910617 2.135 -1.271 -0.347
C -10.357390 -19.432059 -1.351243 -1.352 1.226 -0.741
C -8.906130 -18.905097 -3.425750 -1.322 0.132 -1.031
N -11.356417 -18.193870 -3.257214 -1.393 -0.995 -0.764
O -11.130289 -16.944323 -2.662930 0.526 0.174 -0.179
H -10.343205 -16.661095 -5.290675 -0.436 0.247 0.381
H -10.217553 -18.138755 -6.075241 -0.087 -0.371 -0.038
H -11.457723 -17.070462 -6.590609 -0.433 0.012 0.225
H -13.634450 -17.289349 -5.652868 -0.192 -0.091 0.107
H -13.915631 -17.704955 -3.916740 -0.092 0.281 -0.023
H -12.930061 -16.248803 -4.426689 -0.468 0.129 0.251
H -13.196171 -19.896913 -4.341044 -0.064 0.466 0.119
H -12.697412 -19.525868 -6.016375 -0.809 0.372 -0.095
H -11.819274 -21.520179 -5.295102 0.760 -0.283 -0.093
H -10.460359 -20.285981 -5.625999 -0.194 -0.474 -0.562
H -10.042884 -21.363097 -3.461533 0.440 0.236 0.434
H -11.673769 -21.001633 -3.008590 -0.040 0.146 0.511
H -11.407363 -19.628187 -1.134032 -0.103 -0.247 0.370
H -10.169170 -18.457016 -0.901828 0.293 -0.019 0.112
H -9.751535 -20.180937 -0.841142 0.255 -0.078 -0.816
H -8.289137 -19.802082 -3.478922 0.179 0.092 0.795
H -8.446057 -18.009214 -3.008838 0.097 -0.380 0.648
H -8.955834 -18.635879 -4.480804 -0.270 0.001 -0.222
H -11.904425 -16.853005 -2.102603 0.007 0.206 0.176
C -9.457732 -28.255582 -7.368233 1.174 0.047 0.303
C -7.953537 -27.731759 -7.415894 0.392 0.170 0.782
C -7.617256 -27.218658 -8.815598 -0.315 -0.578 -0.032
C -7.704420 -26.510801 -6.476910 -0.746 0.283 0.711
C -7.686350 -26.840294 -4.988481 1.260 -0.248 -0.990
C -6.548831 -27.866457 -4.762207 -2.268 -1.025 0.372
C -6.717176 -29.158960 -5.665379 0.910 -2.283 1.532
C -5.408917 -30.031812 -5.564479 0.411 0.460 -1.449
C -7.781081 -30.164939 -5.122847 -0.343 1.095 0.041
N -6.948994 -28.796651 -7.038064 0.357 1.387 -1.892
O -6.914925 -29.907167 -8.006854 -1.032 0.662 1.611
H -9.842316 -28.394151 -6.357794 0.565 -0.521 0.235
H -9.355242 -29.192662 -7.915490 -0.668 -0.179 0.159
H -10.273741 -27.649331 -7.761536 0.594 0.452 -0.820
H -8.035242 -26.212548 -8.849295 -0.171 -0.070 -0.613
H -8.026583 -27.895882 -9.565206 -0.297 0.294 -0.179
H -6.550908 -27.165147 -9.035000 0.117 0.073 0.448
H -6.807272 -25.924179 -6.674611 0.376 -0.580 -0.438
H -8.482383 -25.764579 -6.638209 -0.346 -0.115 -0.277
H -8.674669 -27.174391 -4.672716 0.123 -0.292 0.241
H -7.392530 -25.981387 -4.385114 -0.425 0.292 -0.181
H -6.773476 -28.160920 -3.737058 0.542 -0.650 0.232
H -5.571442 -27.386982 -4.708260 0.084 -0.211 -0.741
H -5.484176 -31.096051 -5.787728 -0.927 -0.063 -0.026
H -4.816777 -29.701300 -6.417850 0.780 0.338 0.367
H -4.850372 -30.036521 -4.628480 -0.177 0.743 0.098
H -7.389866 -30.729062 -4.276198 -0.134 0.239 0.182
H -8.671583 -29.596247 -4.855101 -0.261 -0.330 0.266
H -8.046954 -30.894660 -5.887652 0.097 0.156 -0.151
H -6.149449 -29.757106 -8.566427 0.238 0.405 0.193
C -5.451047 -15.556543 -9.237564 -0.560 -1.158 1.316
C -6.964341 -15.406086 -9.517758 0.300 -1.007 -1.115
C -7.529044 -14.284242 -8.715080 -0.927 1.161 0.943
C -7.041531 -15.123167 -11.082160 0.861 0.742 0.749
C -8.341432 -15.341536 -11.723454 -2.852 -2.139 0.604
C -8.891049 -16.785460 -11.311869 -0.915 1.138 -0.322
C -9.027785 -16.957962 -9.784176 0.006 -1.034 1.178
C -10.132583 -16.127308 -9.095727 -0.814 -0.511 -0.017
C -9.434544 -18.456830 -9.497318 0.540 -0.295 -0.374
N -7.692692 -16.722237 -9.160098 0.815 0.263 -1.883
O -7.728886 -17.005543 -7.770970 -0.053 1.031 -0.481
H -5.330142 -15.347088 -8.174741 0.497 0.397 -0.023
H -5.183724 -16.612118 -9.286591 0.002 -0.123 -0.344
H -4.735622 -15.027180 -9.866877 -0.465 0.413 0.065
H -7.511249 -14.453101 -7.638379 0.178 -0.587 0.041
H -7.012759 -13.327592 -8.794932 0.237 -0.041 -0.564
H -8.585624 -14.109169 -8.917793 0.067 0.099 -0.286
H -6.838144 -14.059154 -11.203029 0.392 0.205 0.296
H -6.222675 -15.601097 -11.619875 -0.028 -0.492 0.192
H -9.067285 -14.635583 -11.319888 -0.096 0.128 0.355
H -8.473561 -15.150391 -12.788394 0.777 -0.330 -0.174
H -8.439657 -17.628697 -11.834653 1.032 0.052 0.474
H -9.900694 -16.968369 -11.679644 -0.439 0.637 -0.113
H -11.068657 -16.684152 -9.053387 -0.311 -0.106 -1.019
H -10.351621 -15.157652 -9.542823 0.214 0.061 0.313
H -10.033166 -16.134487 -8.010292 1.024 0.795 -0.011
H -8.847552 -19.160973 -10.086988 0.049 0.114 -0.418
H -10.483270 -18.654776 -9.718856 -0.015 0.290 -0.290
H -9.305283 -18.846762 -8.487690 0.055 0.742 0.387
H -7.329017 -17.877886 -7.798022 0.443 -0.630 0.653
C -5.343118 -24.215885 -8.530737 0.299 -0.064 1.086
O -4.153006 -24.453618 -7.787905 0.645 -0.224 1.160
C -4.247284 -24.271886 -6.350516 0.557 0.196 0.178
C -2.901845 -24.226360 -5.623088 1.621 -1.122 -1.346
N -2.047966 -25.416804 -5.883599 -0.497 -0.207 -0.350
C -2.591357 -26.662411 -5.337949 0.638 -0.935 -0.914
C -1.681397 -27.898911 -5.676173 -1.633 1.521 -0.358
O -0.392771 -27.597625 -5.291300 1.014 -0.411 0.452
C -0.102193 -27.680061 -3.916006 0.235 0.027 -0.029
H -6.095516 -24.984427 -8.353675 0.052 -0.110 -0.127
H -5.056776 -24.200820 -9.582346 -0.091 0.111 0.081
H -5.785036 -23.275881 -8.200293 -0.229 -0.066 -0.245
H -4.774407 -25.070838 -5.829051 -0.951 0.088 -0.461
H -4.604055 -23.261788 -6.149223 -1.017 -0.153 0.061
H -2.877331 -24.187201 -4.534065 -1.391 0.740 0.232
H -2.399001 -23.342144 -6.014776 0.431 -0.063 0.102
H -1.162322 -25.244165 -5.429818 0.239 -0.118 -0.163
H -3.570984 -26.899247 -5.753080 -0.124 0.267 -0.051
H -2.668807 -26.687248 -4.250986 -0.300 0.363 0.432
H -1.641431 -28.119151 -6.742943 -0.106 0.280 -0.073
H -2.165204 -28.753052 -5.202359 0.371 -0.389 0.416
H -0.118730 -28.701333 -3.535459 0.322 -0.352 -0.241
H -0.793862 -27.167250 -3.247630 -0.187 0.549 -0.223
H 0.888291 -27.229759 -3.850644 -0.034 -0.216 0.460
C 1.252502 -20.413558 -0.089180 0.149 0.647 -0.322
O 0.257636 -19.592361 0.551480 0.048 -0.196 -1.206
C -0.184199 -18.528140 -0.336369 0.065 -0.320 0.501
C -0.988474 -18.990632 -1.525555 -0.644 -0.837 -0.688
N -1.672927 -17.905648 -2.271363 -0.120 -1.070 0.219
C -2.752134 -17.229822 -1.585723 -0.244 0.961 0.481
C -4.064362 -18.037967 -1.515838 0.641 -0.753 -0.675
O -4.389793 -18.626099 -2.786263 -0.392 0.494 -0.991
C -5.440056 -19.598141 -2.740778 0.276 -0.160 1.226
H 1.598188 -21.262383 0.500816 -0.380 0.376 0.589
H 2.109137 -19.784590 -0.331403 0.307 0.050 0.125
H 0.962919 -20.849230 -1.045448 -0.599 0.082 -0.073
H 0.647047 -17.888160 -0.632268 0.305 -0.110 -0.113
H -0.856868 -17.892031 0.238943 0.176 -0.169 0.387
H -1.669361 -19.784057 -1.217394 -0.649 0.126 0.842
H -0.487280 -19.594240 -2.282221 0.943 0.572 -0.081
H -2.301631 -18.438073 -2.855616 0.710 -0.310 -1.461
H -2.880852 -16.277252 -2.099680 -0.423 -0.020 -0.246
H -2.444161 -16.909407 -0.590444 -0.279 -0.234 0.299
H -4.862789 -17.374036 -1.184432 -0.198 -0.359 0.408
H -3.853015 -18.940652 -0.942609 -0.422 0.325 1.156
H -5.670007 -20.087476 -3.687219 0.546 0.566 -0.346
H -6.384749 -19.231804 -2.338957 0.009 0.605 -0.118
H -5.167049 -20.392456 -2.046053 0.260 -0.301 0.102
N -11.198487 -24.670893 -7.248188 2.608 0.375 3.156
C -11.654778 -24.761767 -8.446255 -1.310 0.306 -0.007
N -12.830401 -25.324164 -8.479965 -2.998 -1.585 -0.673
O -11.150582 -24.293647 -9.424953 2.190 1.110 -2.982
H -10.254162 -24.316243 -7.197493 0.061 0.232 1.069
H -11.784137 -24.863774 -6.448242 0.728 0.167 -0.050
H -13.194703 -25.643415 -7.593699 -0.660 -0.072 -0.779
H -13.360512 -25.145120 -9.320816 -0.339 -0.438 0.466
N -6.995895 -21.614383 -6.058050 0.661 -1.067 1.662
C -8.021480 -22.263950 -6.629898 0.164 0.387 2.494
N -8.272669 -21.774008 -7.784790 -2.188 0.762 -5.027
O -8.684710 -23.111009 -6.041926 -0.358 -1.212 0.055
H -6.580819 -20.827426 -6.536083 0.128 0.392 0.511
H -7.024635 -21.850753 -5.076522 0.893 0.759 0.063
H -9.072713 -22.111533 -8.300635 0.121 0.009 0.073
H -7.895477 -20.894520 -8.107784 0.130 -0.150 0.252
N -10.482543 -21.775396 -10.598697 -2.365 0.744 1.762
C -9.382130 -21.926442 -11.270364 0.467 3.354 -3.149
N -8.727672 -22.983406 -10.909993 2.210 -3.652 0.985
O -9.042627 -21.130622 -12.139478 0.758 0.384 -0.547
H -10.752691 -22.640537 -10.152981 -1.528 0.607 0.414
H -11.030545 -20.965975 -10.852889 -0.291 -0.541 0.338
H -9.319385 -23.541035 -10.310804 0.738 -0.997 -0.025
H -8.188131 -23.462752 -11.616552 0.004 0.124 0.236
N -5.428063 -21.039795 -9.240796 1.311 -1.788 -0.259
C -5.970566 -19.872708 -9.018975 0.149 -0.643 -1.422
N -6.132393 -19.112531 -10.054600 0.180 1.519 -2.389
O -6.400969 -19.560476 -7.944073 -1.366 1.253 4.094
H -5.096720 -21.200440 -10.181275 0.190 -0.806 0.617
H -5.314077 -21.632661 -8.431094 0.384 -0.131 -0.704
H -5.853925 -19.414392 -10.977329 -0.306 0.397 0.164
H -6.647175 -18.266087 -9.858061 -0.294 0.810 -0.534
```
Forces are in eV/Å.

## Properties
SMILES string: CC1(C)CCCC(C)(C)N1O.CC1(C)CCCC(C)(C)N1O.CC1(C)CCCC(C)(C)N1O.CC1(C)CCCC(C)(C)N1O.COCCNCCOC.COCCNCCOC.NC(N)=O.NC(N)=O.NC(N)=O.NC(N)=O
HOMO level, eV: -8.21
Frontier orbital gap, hartree: 0.3090

Record 2
Computed, not measured: a 2-piece molecular cluster, C4H15N2O overall in a non-equilibrium geometry, with wB97M-V/def2-TZVPD.

```
22
Properties=species:S:1:pos:R:3:forces:R:3
C 0.391151 2.088158 0.524757 -0.927 -0.186 -1.902
N -0.579553 2.368563 -0.616291 0.535 0.812 0.902
C 0.967057 0.661029 0.170178 -1.519 0.698 0.125
N 0.054030 -0.107659 -0.774994 -0.450 0.336 -0.230
C -1.262246 -0.662769 -0.271102 -0.081 1.355 -0.020
C -1.099709 -1.638823 0.848229 -1.762 -2.003 2.947
H 1.170309 2.875539 0.533157 -0.181 -0.798 0.046
H -0.123853 2.138633 1.478806 -0.018 -0.280 0.046
H -0.280757 3.194659 -1.123970 0.021 -0.054 -0.017
H -1.483084 2.621502 -0.231710 -0.028 -0.060 -0.068
H 1.811023 0.868015 -0.477659 0.771 -0.652 0.653
H 0.990742 0.054735 1.063992 1.194 -0.101 0.049
H -0.138515 0.629795 -1.476847 -0.449 -0.402 0.062
H 0.562383 -0.894303 -1.168658 0.588 -0.211 -0.051
H -1.895027 -0.957313 -1.111861 0.684 -0.614 -0.152
H -1.798106 0.221468 0.033906 -0.104 0.307 0.584
H -0.130793 -1.839659 1.287969 0.548 0.413 -0.504
H -1.714278 -1.439631 1.782875 0.656 0.951 -1.070
H -1.542212 -2.658071 0.787791 0.486 0.446 -1.347
H 1.589966 -3.200324 -0.220827 0.862 0.499 0.146
H 2.649951 -1.931020 -0.353606 -0.320 -1.089 0.320
O 1.861522 -2.392522 -0.684136 -0.506 0.634 -0.520
```
Forces are in eV/Å.

## Properties
Charge: +1
HOMO level, eV: -14.36
Relative energy (zero: lowest compared OMol25 entry of this formula, charge and spin), kJ/mol: 152.3
Frontier orbital gap, hartree: 0.4279